{
  "formula": "C5H15NO2",
  "method": "ωB97M-V with the def2-TZVPD basis set",
  "lumo_ev": 0.759,
  "energy_ev": -11010.9078,
  "charge": 0,
  "fmax_ev_per_a": 4.62,
  "de_lowest_kcal_mol": 70.1,
  "symbols": ["O", "O", "N", "C", "C", "C", "C", "C", "H", "H", "H", "H", "H", "H", "H", "H", "H", "H", "H", "H", "H", "H", "H"],
  "positions_angstrom": [[-0.21354, 2.73711, 1.05059], [2.89685, 0.95460, -1.78212], [-1.65271, 1.17475, -0.95341], [-0.22953, -1.20236, 0.89622], [0.88918, -2.24357, 0.82764], [-0.83606, 0.06323, -1.18945], [-0.38996, -0.25270, 1.84767], [-1.07449, -1.17742, -0.35708], [0.21680, -0.36001, 2.68735], [0.45426, -3.09911, 1.45459], [2.90678, 1.27710, -2.62214], [0.21514, 0.45372, -1.21771], [1.27529, -2.40432, -0.23944], [-0.18924, 3.66475, 0.90920], [-0.98740, -0.18398, -2.30924], [-1.13021, -2.14185, -0.94020], [-1.66581, 1.33632, 0.13126], [0.33556, 2.71053, 1.76137], [-2.18405, -1.04523, -0.03784], [-1.09717, 0.64911, 1.81774], [3.21659, 0.05657, -1.96194], [-2.53373, 0.90795, -1.25362], [1.77744, -1.87518, 1.48056]],
  "forces_ev_per_a": [[-2.0, -0.3, -2.4], [0.3, -2.2, 3.1], [0.6, 1.9, 3.8], [0.0, 1.1, -0.8], [0.7, 0.6, 2.3], [2.5, -0.7, -3.8], [-1.1, -0.2, -1.7], [-2.8, -0.4, 0.7], [1.1, 0.3, 1.4], [0.9, 0.3, -1.7], [-0.2, 2.1, -3.7], [-0.5, -0.8, 0.6], [-0.9, -0.3, 1.7], [-0.5, 1.4, -0.9], [0.1, 0.1, 1.5], [0.7, 0.9, 0.6], [-0.2, 0.0, -2.9], [2.6, -1.0, 3.5], [1.6, -0.4, -0.3], [0.9, -2.0, 0.1], [-0.1, 0.1, 0.6], [-2.4, -0.2, -0.3], [-1.3, -0.6, -1.2]]
}